Entry 1:
Molecular formula: C6H7CsNaO6
Method: DFT, ωB97M-V with the def2-TZVPD basis set

The geometry in ORCA input format:
```
! RIJCOSX wB97M-V def2-TZVPD def2/J DEFGRID3
* xyz 1 1
Na -1.120 1.718 -3.649
O 0.564 0.446 -2.879
O 1.369 1.318 -0.818
C 0.812 2.510 -0.272
C -0.671 2.183 -0.193
O -0.856 1.356 -1.338
C 0.390 0.678 -1.605
H 1.268 2.699 0.706
H 1.002 3.361 -0.944
H -1.321 3.056 -0.310
H -0.914 1.608 0.716
Cs -1.122 -5.333 6.914
O -1.213 -3.525 2.075
O -0.566 -2.044 0.513
C 0.347 -1.227 0.075
C 0.261 -0.848 -1.324
O 0.432 -2.110 2.587
C -0.442 -2.589 1.866
H 0.930 -0.687 0.831
H -0.591 -1.326 -1.818
H 1.441 -1.245 -1.134
*
```

Calculated values
- Gap between HOMO and LUMO: 0.2608 hartree
- Lowest unoccupied orbital energy: -3.407 eV
- HOMO: -10.50 eV

***

Entry 2:
Molecular formula: C42H42AsNOPdS4Si
Method: DFT, ωB97M-V with the def2-TZVPD basis set

The geometry in ORCA input format:
```
! RIJCOSX wB97M-V def2-TZVPD def2/J DEFGRID3
* xyz -2 1
Pd -1.523 0.902 -1.471
S -2.114 -1.236 -2.522
S -2.969 -0.318 -4.130
S -4.516 0.706 -3.250
S -3.520 2.109 -2.083
C -6.163 -0.528 5.275
C -4.946 -0.599 4.385
C -3.668 -0.607 4.904
C -2.526 -0.652 4.091
C -1.217 -0.645 4.860
C -2.659 -0.698 2.690
As -1.245 -0.784 1.219
N -1.125 0.948 0.696
C -1.129 2.118 1.415
C -1.167 3.367 0.749
C -1.145 4.571 1.436
C -1.074 4.612 2.829
C -1.021 3.399 3.506
C -1.047 2.187 2.825
C 0.390 -1.314 2.223
C 1.585 -0.582 2.289
C 1.769 0.776 1.654
C 2.679 -1.137 2.965
C 2.644 -2.401 3.531
C 3.829 -2.962 4.281
C 1.485 -3.151 3.369
C 0.375 -2.634 2.714
C -0.831 -3.531 2.531
C -3.974 -0.700 2.156
C -4.258 -0.782 0.673
C -5.075 -0.647 3.003
H -5.876 -0.511 6.330
H -6.821 -1.387 5.117
H -6.747 0.373 5.071
H -3.533 -0.559 5.983
H -1.340 -0.061 5.775
H -0.388 -0.231 4.302
H -0.927 -1.659 5.151
H -1.210 3.366 -0.331
H -1.179 5.496 0.871
H -1.055 5.555 3.363
H -0.954 3.390 4.590
H -0.997 1.268 3.382
H 1.353 0.810 0.645
H 2.836 1.009 1.609
H 1.275 1.558 2.232
H 3.594 -0.553 3.032
H 4.656 -2.248 4.292
H 4.190 -3.889 3.825
H 3.567 -3.189 5.319
H 1.446 -4.169 3.756
H -0.651 -4.509 2.981
H -1.048 -3.675 1.469
H -1.731 -3.108 2.979
H -3.880 -1.705 0.237
H -3.800 0.030 0.124
H -5.331 -0.726 0.487
H -6.070 -0.636 2.561
O 0.549 0.350 -1.651
Si 1.333 0.317 -3.045
C 1.041 -1.181 -4.162
C 1.345 -2.465 -3.682
C 1.156 -3.597 -4.461
C 0.647 -3.474 -5.753
C 0.327 -2.215 -6.247
C 0.526 -1.082 -5.457
C 3.211 0.260 -2.706
C 4.135 -0.461 -3.475
C 5.498 -0.448 -3.182
C 5.970 0.291 -2.103
C 5.073 1.017 -1.323
C 3.714 1.000 -1.625
C 1.145 1.819 -4.200
C 2.135 2.115 -5.149
C 2.019 3.202 -6.011
C 0.901 4.028 -5.941
C -0.094 3.757 -5.012
C 0.032 2.667 -4.156
H 1.723 -2.575 -2.667
H 1.391 -4.578 -4.062
H 0.495 -4.355 -6.366
H -0.088 -2.112 -7.244
H 0.256 -0.108 -5.852
H 3.781 -1.054 -4.314
H 6.191 -1.018 -3.790
H 7.029 0.297 -1.867
H 5.434 1.592 -0.478
H 3.017 1.561 -1.011
H 3.018 1.484 -5.213
H 2.799 3.404 -6.736
H 0.809 4.878 -6.609
H -0.975 4.386 -4.954
H -0.764 2.470 -3.458
*
```

Calculated values
- Gap between HOMO and LUMO (alpha / beta): 0.2118 / 0.2088 hartree
- Lowest unoccupied orbital energy (alpha / beta): 4.162 / 4.162 eV
- HOMO (alpha / beta): -1.60 / -1.52 eV

***

Entry 3:
Molecular formula: C6H34N2O10
Method: DFT, ωB97M-V with the def2-TZVPD basis set

The geometry in ORCA input format:
```
! RIJCOSX wB97M-V def2-TZVPD def2/J DEFGRID3
* xyz 0 1
C 0.196 -3.618 -0.574
C 0.259 -2.509 -1.263
C -0.244 -1.084 -0.946
C 0.346 -0.626 0.363
N -0.252 0.592 0.940
C 0.037 1.868 0.233
C -1.223 2.806 0.410
N -1.980 2.681 -0.779
H 0.221 -4.518 -1.001
H -0.205 -3.582 0.465
H 0.639 -2.584 -2.420
H -0.035 -0.339 -1.702
H -1.377 -1.225 -1.060
H 0.451 -1.456 1.078
H 1.329 -0.336 0.176
H -1.289 0.585 1.081
H 0.792 2.320 0.835
H 0.555 1.764 -0.809
H -0.853 3.801 0.536
H -1.856 2.438 1.217
H -2.517 3.458 -1.090
H -2.293 1.826 -1.208
O -0.171 3.125 -2.859
H -0.610 2.931 -2.058
H -0.783 2.897 -3.684
O -3.924 1.141 0.470
H -4.018 1.198 1.399
H -3.934 2.020 0.234
O -2.229 0.490 -3.336
H -1.757 0.193 -4.134
H -1.995 -0.337 -2.859
O 3.002 1.487 1.049
H 2.454 1.273 1.835
H 3.424 0.814 0.623
O -1.453 0.090 4.037
H -0.649 -0.220 4.489
H -1.350 -0.387 3.146
O -3.229 -1.366 -0.696
H -3.225 -0.574 -0.225
H -3.835 -1.502 -1.463
O 1.770 -1.397 3.746
H 2.242 -2.060 3.350
H 1.490 -0.877 2.952
O 2.482 0.417 -2.267
H 1.729 0.960 -2.142
H 3.349 0.969 -2.020
O 2.471 -3.583 1.314
H 1.953 -3.724 0.525
H 1.711 -3.605 1.921
O 4.083 -0.860 0.019
H 3.472 -1.404 0.586
H 3.740 -1.005 -0.855
*
```

Calculated values
- Gap between HOMO and LUMO: 0.3276 hartree
- Lowest unoccupied orbital energy: 0.141 eV
- HOMO: -8.77 eV
- Structure (SMILES): C=CCCNCCN.O.O.O.O.O.O.O.O.O.O

***

The calculation returns the following E_tot values, one per record and in order: -866.43879, -6001.72096, -1110.75057 Eh.
The calculation returns the following energy above the lowest of the compared OMol25 structures with the same formula, charge and spin values, one per record and in order: 0.00, 34.31, 97.91 kcal per mole.
The calculation returns the following molecular weight values, one per record and in order: 331.0, 914.5, 294.3 g mol⁻¹.